Density functional theory data (ωB97M-V with the def2-TZVPD basis set) for C33H32OP2Ru as an isolated structure at a distorted geometry.

Properties
- ΔE to the lowest compared entry with this formula, charge and spin (eV) = 2.422
- spin multiplicity = 5
- lowest unoccupied orbital energy (spin up / spin down) (eV) = -6.24 / -8.75
- total charge = +2

Geometry (Å):
Ru  0.42272  0.29234  -0.17054
C  2.01132  3.35655  0.57959
C  1.51835  2.06190  1.15814
C  2.31662  0.86609  1.06622
C  1.82275  -0.37796  1.55994
C  0.56130  -0.47980  2.12156
C  -0.24792  0.77706  2.47576
C  0.28674  1.92410  1.74929
H  2.52422  3.91847  1.36223
H  1.18625  3.96321  0.21469
H  2.71236  3.17770  -0.23317
H  3.30568  0.91688  0.62935
H  2.44141  -1.25826  1.44087
H  0.19320  -1.43469  2.47536
H  -0.18495  0.82124  3.55039
H  -1.28657  0.44898  2.21233
C  -0.69687  -2.80151  -0.35546
C  -1.91570  -1.93491  0.06035
P  -1.88172  -0.28301  -0.69290
C  -2.48983  -0.40793  -2.36582
C  -2.80075  -1.64036  -2.93846
C  -3.29815  -1.68926  -4.22999
C  -3.47550  -0.51466  -4.94900
C  -3.16839  0.71429  -4.37773
C  -2.68190  0.77323  -3.08279
C  -3.05646  0.78890  0.15431
C  -2.77707  2.13592  0.37381
C  -3.72627  2.94862  0.97521
C  -4.94888  2.41601  1.35978
C  -5.23617  1.07637  1.12835
C  -4.29749  0.26086  0.51807
P  0.65546  -1.80372  -1.14929
C  0.47926  -1.95365  -2.93286
C  0.42059  -3.24616  -3.46156
C  0.31080  -3.41827  -4.82956
C  0.28108  -2.30996  -5.67048
C  0.36525  -1.03053  -5.14587
C  0.46254  -0.84655  -3.77246
C  2.24496  -2.56807  -0.79902
C  2.36384  -3.82304  -0.20758
C  3.62476  -4.37441  -0.01713
C  4.75550  -3.67469  -0.41066
C  4.63621  -2.42380  -1.00673
C  3.38392  -1.86838  -1.20520
H  -0.98862  -3.57940  -1.06134
H  -0.29071  -3.30636  0.52055
H  -1.88444  -1.76642  1.13863
H  -2.85486  -2.45037  -0.14432
H  -2.66598  -2.56569  -2.38962
H  -3.54961  -2.64345  -4.67278
H  -3.86548  -0.55673  -5.95726
H  -3.32011  1.62800  -4.93604
H  -2.45714  1.73529  -2.63665
H  -1.83107  2.55737  0.05249
H  -3.51568  3.99693  1.13815
H  -5.68640  3.04965  1.83359
H  -6.19607  0.67017  1.41663
H  -4.54090  -0.77526  0.31584
H  0.47473  -4.11829  -2.81933
H  0.26351  -4.41669  -5.24277
H  0.20352  -2.45017  -6.74043
H  0.35531  -0.16912  -5.79994
H  0.51975  0.15443  -3.37145
H  1.48948  -4.38370  0.09631
H  3.72063  -5.35223  0.43486
H  5.73536  -4.10763  -0.26158
H  5.52047  -1.88870  -1.32590
H  3.28949  -0.90457  -1.69568
O  0.62222  1.27532  -1.58482

---

Density functional theory data (ωB97M-V with the def2-TZVPD basis set) for C33H33As2Br2NOPtS as an isolated structure at a distorted geometry.

Properties
- ΔE to the lowest compared entry with this formula, charge and spin (eV) = 0.000
- spin multiplicity = 1
- lowest unoccupied orbital energy (eV) = -0.03

Geometry (Å):
Pt  0.12100  -0.03522  0.08160
S  2.31499  -0.08248  -0.64114
C  2.98586  1.52627  -0.36388
C  4.37580  1.65249  -0.30653
C  4.96237  2.88114  -0.05286
C  4.17665  4.00913  0.15331
C  2.79804  3.89806  0.06615
C  2.20839  2.67103  -0.21906
As  0.30408  2.40892  -0.31132
C  -0.40010  4.16466  0.07769
C  -0.56079  5.10749  -0.93012
C  -1.00960  6.38101  -0.60749
C  -1.30122  6.70901  0.70988
C  -1.14592  5.76302  1.71381
C  -0.69981  4.48810  1.39812
C  -0.04004  2.34087  -2.22622
C  0.96712  2.16173  -3.16306
C  0.64762  2.04481  -4.51047
C  -0.67529  2.10388  -4.92586
C  -1.68572  2.29056  -3.99040
C  -1.36714  2.40826  -2.64536
H  4.98792  0.76898  -0.43854
H  6.04096  2.95746  0.00505
H  4.62975  4.96437  0.38206
H  2.17909  4.77517  0.21377
H  -0.32740  4.85902  -1.95640
H  -1.12820  7.11983  -1.38956
H  -1.64951  7.70430  0.95373
H  -1.37142  6.01831  2.74079
H  -0.57786  3.74655  2.17931
H  2.00143  2.10555  -2.84559
H  1.43749  1.90526  -5.23759
H  -0.92025  2.00594  -5.97570
H  -2.71926  2.34515  -4.30888
H  -2.15562  2.56507  -1.91583
Br  -1.15043  0.29460  5.44081
C  -2.28706  0.27407  3.93363
C  -3.66521  0.35183  4.11877
C  -4.52265  0.30504  3.04952
Br  -6.39394  0.40044  3.37060
C  -4.02768  0.18660  1.73658
C  -4.83782  0.09421  0.58065
C  -4.26611  -0.04213  -0.64946
C  -2.86784  -0.06978  -0.75411
N  -2.08568  0.02637  0.29613
C  -2.61976  0.13549  1.54870
C  -1.68387  0.14116  2.66780
O  -0.45286  -0.00022  2.46257
H  -4.05962  0.43713  5.12213
H  -5.91305  0.12534  0.69237
H  -4.86950  -0.12096  -1.54320
H  -2.37595  -0.16342  -1.71486
C  0.83979  -3.27604  -2.49245
C  -0.23062  -3.58907  -1.44957
As  -0.02810  -2.45695  0.10874
C  1.64860  -3.04432  0.90201
C  1.87670  -4.54411  1.05335
C  -1.40476  -3.06531  1.34069
C  -1.73782  -4.55387  1.30191
H  0.67494  -3.85466  -3.40198
H  1.83606  -3.51607  -2.11734
H  0.83324  -2.21649  -2.75376
H  -0.17989  -4.62422  -1.11276
H  -1.23128  -3.41561  -1.84899
H  1.68318  -2.53442  1.86640
H  2.42856  -2.58983  0.29018
H  1.17804  -4.99182  1.75859
H  2.88335  -4.72876  1.43115
H  1.78332  -5.06913  0.10091
H  -2.30046  -2.48582  1.11636
H  -1.06881  -2.74720  2.32884
H  -2.09018  -4.86255  0.31736
H  -2.53752  -4.75933  2.01490
H  -0.88880  -5.17969  1.56988

---

Density functional theory data (ωB97M-V with the def2-TZVPD basis set) for C33H33BBiN10OS3SeSi as an isolated structure.

Properties
- ΔE to the lowest compared entry with this formula, charge and spin (eV) = 2.035
- spin multiplicity = 1
- lowest unoccupied orbital energy (spin up / spin down) (eV) = 1.84 / 1.84
- total charge = -1

Geometry (Å):
Bi  -0.14000  -0.43607  0.40428
C  0.84283  1.26946  -3.82484
C  1.44190  1.33659  -2.55814
N  1.63433  0.12514  -2.05186
N  1.16745  -0.73929  -2.96768
C  0.68565  -0.08575  -4.03775
B  1.19937  -2.28573  -2.78269
N  -0.24408  -2.75949  -2.60454
C  -0.94932  -3.56247  -3.42154
C  -2.23729  -3.64727  -2.93558
C  -2.22265  -2.83193  -1.79186
N  -1.02284  -2.30047  -1.60448
N  2.10844  -2.65243  -1.59999
C  3.33201  -3.20226  -1.68823
C  3.85609  -3.29891  -0.41246
C  2.84840  -2.76141  0.40157
N  1.81232  -2.37703  -0.32607
H  0.56575  2.07653  -4.48219
H  1.73131  2.20670  -1.98674
H  0.25954  -0.62971  -4.86543
H  1.65166  -2.82834  -3.76545
H  -0.47591  -4.01358  -4.27727
H  -3.06196  -4.20337  -3.34574
H  -3.02778  -2.59294  -1.11331
H  3.73170  -3.48146  -2.64829
H  4.81090  -3.69826  -0.11820
H  2.82483  -2.63426  1.47399
S  -5.17767  1.39330  1.52604
C  -3.70947  1.39470  0.74078
S  -2.81923  2.84812  1.24257
S  -3.06497  0.20261  -0.25900
C  5.74737  4.75691  11.99882
O  4.36661  4.58757  11.74887
C  4.00730  4.04760  10.54867
C  2.63544  3.93579  10.31888
C  2.17196  3.40558  9.13584
C  3.06294  2.97001  8.15013
C  4.42241  3.07763  8.39447
C  4.90639  3.61526  9.58380
C  2.52596  2.41598  6.90097
N  1.27139  2.09611  6.69967
C  1.21958  1.63381  5.40335
C  2.45900  1.67661  4.82407
N  3.29437  2.18073  5.79427
C  2.74899  1.26009  3.48091
C  3.97959  1.28156  2.86836
C  4.07903  0.83480  1.53640
C  2.96492  0.36837  0.89016
N  1.74829  0.31128  1.48203
C  1.61613  0.78363  2.76141
C  0.32159  0.75635  3.32730
N  -0.69518  0.31633  2.52962
C  -1.93266  0.23686  3.05157
C  -2.22709  0.61088  4.33981
C  -1.20771  1.09084  5.16667
C  0.07239  1.16029  4.67137
H  5.82344  5.23273  12.97279
H  6.21222  5.39852  11.24541
H  6.26801  3.79562  12.02533
H  1.95318  4.27723  11.08567
H  1.11123  3.31687  8.94603
H  5.14343  2.72787  7.66532
H  5.97248  3.67808  9.74025
H  4.27316  2.37785  5.69382
H  4.85680  1.64022  3.39403
H  5.02433  0.84516  1.01308
H  2.99463  0.01446  -0.13187
H  -2.69859  -0.14044  2.38729
H  -3.25010  0.54912  4.68130
H  -1.40378  1.40396  6.18361
C  -0.92346  4.43546  -3.09394
Si  -2.12992  4.26209  -1.66955
C  -2.58128  5.94748  -1.00411
C  -3.65557  3.35046  -2.20706
Se  -1.02905  3.08273  -0.05316
H  -1.13292  5.34806  -3.65770
H  -1.01355  3.58142  -3.76816
H  0.11364  4.48260  -2.75629
H  -3.06894  6.54641  -1.77832
H  -1.69745  6.48340  -0.65563
H  -3.27278  5.84714  -0.16525
H  -4.12250  3.88321  -3.04143
H  -4.38329  3.27775  -1.39609
H  -3.40989  2.33795  -2.52760

---

Values for E_tot, eV, ordered as above
-57929.498, -314139.688, -163957.690